# 1
ORCA calculation (the ωB97M-V functional and the def2-TZVPD basis) on a 2-piece molecular cluster, C19H27Cl2FO4 overall in a non-equilibrium geometry.

Atoms and positions in Å:
C 5.02238 -0.11598 1.14150
C 4.04251 -0.05724 2.44702
O 3.65730 1.36159 2.57064
C 2.44326 1.47373 1.79573
C 2.20126 2.94569 1.16674
C 2.30456 2.97323 -0.43397
C 0.91519 2.77499 -1.21338
C -0.23457 2.02664 -0.38172
C -1.25934 2.99959 0.38743
O -0.90318 4.38189 0.63838
C -1.20828 4.51483 2.04919
O -0.75745 5.33784 2.86085
O -2.12996 3.47711 2.46977
C -1.81733 2.25920 1.71972
C -3.02970 1.30952 1.25698
F -4.00696 1.36395 2.34841
C -2.62115 -0.22204 1.04044
C -2.56157 -0.69724 -0.49686
H 4.43000 -0.39562 0.19740
H 5.39230 0.96310 0.95424
H 5.87044 -0.83934 1.37731
H 4.56494 -0.44320 3.39562
H 3.11521 -0.73330 2.31592
H 1.48952 1.23423 2.41139
H 2.39891 0.74342 0.89690
H 1.25421 3.40779 1.59966
H 3.07723 3.59454 1.55783
H 3.12821 2.22905 -0.73987
H 2.70899 4.01287 -0.73458
H 1.14863 2.09918 -2.12453
H 0.48504 3.74117 -1.66413
H -0.86793 1.44526 -1.15676
H 0.13541 1.24567 0.36365
H -2.10532 3.11745 -0.39239
H -0.98892 1.73510 2.33263
H -3.57426 1.75271 0.34305
H -1.63303 -0.43587 1.59246
H -3.41104 -0.88578 1.55594
H -3.21360 -1.64143 -0.60979
H -2.95530 0.13109 -1.17551
H -1.47190 -0.92294 -0.80803
Cl -3.43551 -2.87677 -3.11328
C -2.39175 -4.23660 -2.89557
C -1.62388 -4.64873 -3.98278
C -0.76207 -5.73330 -3.86042
C -0.66419 -6.40953 -2.64910
C -1.43161 -6.00306 -1.56280
C -2.29761 -4.91799 -1.68248
Cl -3.22647 -4.46984 -0.29610
H -1.69371 -4.12544 -4.93032
H -0.16641 -6.05069 -4.70985
H 0.00983 -7.25391 -2.55068
H -1.35134 -6.53664 -0.62188

Values from the calculation:
Kohn-Sham gap ... 10.051 eV
LUMO energy ... 0.45 eV
Strongest force on any atom ... 5.27 eV/Å
SMILES ... CCOCCCCC[C@@H]1OC(=O)O[C@H]1[C@H](F)CC.Clc1ccccc1Cl

***

# 2
ORCA calculation (the ωB97M-V functional and the def2-TZVPD basis) on a 11-piece molecular cluster, C4H27NO12S overall in a non-equilibrium geometry.

Atoms and positions in Å:
O -2.09339 -1.52510 -0.02305
C -1.06493 -1.01394 0.45574
N -0.42082 -1.65582 1.45702
C 1.10199 -1.51028 1.71605
O 1.70178 -2.68237 1.48616
C -0.59415 0.36943 0.06843
C -1.50535 1.08112 -0.92794
S -1.71415 2.88917 -0.56177
H -0.74226 -2.60186 1.62711
H 1.19225 -1.18948 2.77455
H 1.46729 -0.70158 1.08107
H -0.43213 0.90031 1.02232
H 0.39186 0.24893 -0.39285
H -1.08590 0.94738 -1.93188
H -2.52181 0.68406 -0.95903
H -0.74552 1.33304 3.80888
H -1.68994 2.04763 2.80865
O -0.88002 2.18323 3.35046
H -3.02822 2.17085 1.13209
H -2.91044 0.67619 1.23147
O -3.14798 1.43175 1.78634
H 1.62672 -3.28856 0.06247
H 2.11780 -3.04599 -1.42904
O 1.60130 -3.66616 -0.90937
H -1.27909 -2.77332 -1.92741
H 0.12355 -3.43411 -1.84855
O -0.63665 -3.27664 -2.45452
H 0.29642 -2.27397 -3.54846
H 1.57141 -1.33718 -3.54730
O 0.87145 -1.69795 -4.11644
H 0.92458 1.62170 -3.93960
H 1.29673 2.48340 -2.77481
O 1.71075 1.95946 -3.48053
H 0.04122 3.42861 0.90679
H 0.25264 2.72940 2.26322
O 0.77660 3.17305 1.53300
H 2.94594 -0.28341 -1.72362
H 2.42085 0.43493 -3.01583
O 2.79236 -0.40405 -2.66713
H 3.48285 1.98478 0.83938
H 2.20433 2.09997 1.69747
O 3.03644 1.59442 1.59484
H -2.21123 -0.16910 3.87347
H -0.86543 -0.87689 3.55164
O -1.33442 -0.34397 4.22101

Values from the calculation:
Energy above the lowest of the compared OMol25 structures with the same formula, charge and spin ... 2.0309 eV
Kohn-Sham gap ... 6.688 eV
Net charge ... -2
LUMO energy ... 4.89 eV
Strongest force on any atom ... 1.41 eV/Å

***

# 3
ORCA calculation (the ωB97M-V functional and the def2-TZVPD basis) on the molecule C4H6O in a non-equilibrium geometry.

Atoms and positions in Å:
C -0.40029 -0.00409 -2.37957
C -0.26064 -0.15075 -1.20814
C -0.20574 0.20507 0.32393
C 0.67630 -0.72171 1.15607
O 0.00955 1.57592 0.40985
H -0.47358 -0.37467 -3.30516
H -1.20440 0.03799 0.66710
H 0.84307 -0.15886 2.05722
H 1.74091 -0.88369 0.74839
H 0.12939 -1.56820 1.39187
H -0.85458 2.04301 0.13844

Values from the calculation:
Energy above the lowest of the compared OMol25 structures with the same formula, charge and spin ... 2.2894 eV
Kohn-Sham gap ... 10.960 eV
LUMO energy ... 0.78 eV
Strongest force on any atom ... 4.19 eV/Å
SMILES ... C#C[C@@H](C)O

***

# 4
ORCA calculation (the ωB97M-V functional and the def2-TZVPD basis) on C3H10CsN2O6S as an isolated structure in a non-equilibrium geometry.

Atoms and positions in Å:
Cs -12.59133 20.18575 20.09870
S -10.61581 17.56668 18.65563
O -11.54374 18.48098 18.00648
O -9.88899 16.84509 17.63642
O -9.64866 18.33436 19.51046
O -11.28489 16.69358 19.61592
C -14.17508 16.21393 21.21028
O -14.19870 15.23038 20.55224
N -14.92937 16.47918 22.15041
N -13.26261 17.10120 21.19432
H -14.71737 17.20760 22.81716
H -15.64474 15.78900 22.32926
H -12.58196 16.99564 20.45562
H -13.27798 17.87798 21.83966
C -15.41838 23.12762 20.08254
C -15.97957 22.27694 18.95051
O -15.29227 21.06235 19.20775
H -14.99989 22.61900 20.95103
H -16.22427 23.80326 20.36915
H -14.48473 23.62752 19.82464
H -15.60437 22.61951 17.98616
H -17.05384 22.09490 18.98059
H -15.58034 20.55744 18.44376

Values from the calculation:
Energy above the lowest of the compared OMol25 structures with the same formula, charge and spin ... 0.0000 eV
Kohn-Sham gap ... 4.425 eV
Net charge ... -1
LUMO energy ... 1.34 eV
Strongest force on any atom ... 11.30 eV/Å

***

# 5
ORCA calculation (the ωB97M-V functional and the def2-TZVPD basis) on a 6-piece molecular cluster, C23H54IN7O10PS overall in a non-equilibrium geometry.

Atoms and positions in Å:
C 3.22156 3.57329 -5.39050
C 4.54749 2.72320 -5.13808
C 5.15982 2.90272 -3.64094
C 4.07651 2.63815 -2.50237
C 3.58473 4.08893 -2.02018
N 4.51400 1.69315 -1.37041
C 3.40502 1.81225 -0.31911
C 3.15233 0.57474 0.64525
O 3.90924 0.04682 1.45791
I 1.13115 -0.32989 0.66023
P 4.50235 -0.03550 -1.96482
N 5.27823 -0.21878 -3.36448
O 5.36675 -1.05915 -0.90629
O 2.91429 -0.58231 -2.27740
S 6.13904 2.00041 -0.75399
C 6.66443 3.77968 -0.74799
O 7.22122 1.25604 -1.51562
O 6.33714 1.55767 0.68277
H 2.26184 2.99128 -5.15136
H 3.29537 4.57082 -4.85165
H 3.17048 3.76570 -6.52257
H 4.38405 1.60902 -5.27636
H 5.40125 3.03511 -5.84306
H 6.08582 2.24770 -3.61810
H 5.54082 3.98878 -3.61443
H 3.17711 2.11563 -2.99659
H 3.78435 4.91659 -2.77751
H 3.96926 4.41963 -1.00515
H 2.43747 4.04051 -1.92252
H 2.43129 1.89963 -0.92666
H 3.55291 2.71947 0.37315
H 4.60622 -0.60860 -4.04367
H 6.14166 -1.42560 -1.39074
H 2.94615 -1.41582 -2.80061
H 5.96103 4.33448 -0.02500
H 6.72748 4.25997 -1.77142
H 7.70791 3.88385 -0.27386
C -2.62915 0.23403 -2.86538
O -1.48089 0.54069 -3.13609
N -2.99617 -0.70202 -1.94774
C -4.38679 -1.01465 -1.67745
C -1.96299 -1.40768 -1.21863
H -3.48804 0.71133 -3.36326
H -4.59904 -0.81526 -0.62442
H -4.56286 -2.07140 -1.89142
H -5.05007 -0.40952 -2.29647
H -1.35679 -0.68290 -0.66823
H -1.32053 -1.93486 -1.92831
H -2.40465 -2.12180 -0.52301
C -0.27027 -2.55010 4.24522
O -1.32163 -2.95791 4.70034
N 0.96855 -2.95346 4.63702
C 2.17233 -2.41469 4.03789
C 1.08687 -3.95116 5.68399
H -0.24315 -1.79055 3.44634
H 2.74139 -3.23046 3.58493
H 2.77463 -1.93549 4.81377
H 1.92507 -1.68049 3.27000
H 0.57572 -4.86384 5.36928
H 0.60813 -3.57705 6.59185
H 2.13561 -4.16953 5.88603
C 1.65801 0.20934 -7.04613
O 2.69067 0.54916 -6.48894
N 1.02294 0.90533 -8.02687
C -0.20244 0.42755 -8.63678
C 1.58600 2.16282 -8.47814
H 1.14377 -0.72861 -6.78347
H -0.03909 0.29608 -9.70904
H -0.99205 1.16530 -8.47534
H -0.50906 -0.52473 -8.20256
H 2.59470 1.98799 -8.86028
H 1.64565 2.85160 -7.63410
H 0.96722 2.59799 -9.26293
C -5.05036 -4.46087 3.15960
O -5.77770 -4.79695 2.24287
N -5.45538 -3.82571 4.29333
C -4.52376 -3.45788 5.33984
C -6.86180 -3.50737 4.45817
H -3.96519 -4.65377 3.13746
H -4.81790 -3.95261 6.26950
H -4.55370 -2.37366 5.47696
H -3.50807 -3.75698 5.08103
H -7.44433 -4.43079 4.42348
H -7.18097 -2.86052 3.63750
H -7.03143 -3.00270 5.40973
C -8.51121 -0.29374 7.05084
O -8.81154 -1.43298 6.75088
N -7.37885 0.07258 7.71499
C -7.08991 1.45498 8.03783
C -6.43381 -0.95373 8.11109
H -9.15923 0.56084 6.79756
H -6.14705 1.74219 7.56527
H -7.00070 1.55697 9.12231
H -7.88335 2.11296 7.68127
H -6.08525 -1.48337 7.22135
H -6.93420 -1.66747 8.76977
H -5.58370 -0.50997 8.62986

Values from the calculation:
Kohn-Sham gap ... 5.289 eV
Net charge ... +1
LUMO energy ... -4.66 eV
Strongest force on any atom ... 11.38 eV/Å

***

# 6
ORCA calculation (the ωB97M-V functional and the def2-TZVPD basis) on C5H8O as an isolated structure.

Atoms and positions in Å:
C 1.60651 -0.28085 0.49897
C 0.67013 0.56234 -0.33699
C -0.62544 0.07376 -0.95263
C -1.35820 -0.84126 0.01355
O -1.20916 0.10163 1.09559
C -0.64432 1.04460 0.19378
H 1.05967 -0.73854 1.32882
H 2.38689 0.35593 0.92836
H 2.09567 -1.07600 -0.07629
H 1.15407 1.29914 -0.97912
H -0.87856 0.21435 -1.99834
H -0.92225 -1.81856 0.25026
H -2.41786 -0.95495 -0.24084
H -0.97476 2.07651 0.28806

Values from the calculation:
Energy above the lowest of the compared OMol25 structures with the same formula, charge and spin ... 2.3555 eV
Kohn-Sham gap ... 10.363 eV
LUMO energy ... 1.12 eV
Strongest force on any atom ... 0.62 eV/Å

***

- Among the records above, which one has the lowest Kohn-Sham gap?
  C3H10CsN2O6S